{"formula": "C14H16", "method": "wB97M-V/def2-TZVPD", "elements": ["C", "C", "C", "C", "C", "C", "C", "H", "H", "H", "H", "H", "H", "H", "H", "C", "C", "C", "C", "C", "C", "C", "H", "H", "H", "H", "H", "H", "H", "H"], "xyz": [[1.619, 1.653, 3.087], [0.158, 2.675, 1.374], [0.337, 1.654, 2.383], [-0.845, 2.617, 0.455], [-0.670, 0.690, 2.592], [-1.674, 1.494, 0.539], [-1.628, 0.588, 1.641], [0.968, 3.387, 1.262], [-0.970, 3.334, -0.347], [1.747, 0.873, 3.827], [1.842, 2.617, 3.544], [-0.701, 0.086, 3.488], [-2.404, 1.278, -0.228], [-2.397, -0.170, 1.729], [2.434, 1.553, 2.348], [1.145, -0.265, -3.281], [-0.464, -2.108, -2.734], [0.436, -1.160, -2.286], [-1.077, -3.006, -1.852], [0.744, -1.108, -0.917], [-0.747, -2.962, -0.514], [0.158, -2.024, -0.060], [-0.741, -2.148, -3.778], [-1.880, -3.611, -2.254], [2.179, -0.055, -3.022], [0.644, 0.706, -3.293], [1.450, -0.334, -0.648], [-1.166, -3.647, 0.216], [0.383, -1.904, 0.998], [1.122, -0.702, -4.271]], "atomic_forces_ev_per_a": [[0.68, -0.10, 0.10], [0.60, -0.12, -0.43], [0.10, 0.41, -0.06], [0.03, -0.28, 0.19], [-0.09, 0.29, 0.14], [-0.54, -0.34, -0.17], [-0.36, -0.14, 0.07], [-0.18, 0.21, 0.15], [0.14, -0.04, 0.10], [-0.19, -0.12, 0.06], [-0.17, 0.24, 0.10], [0.31, -0.20, -0.13], [-0.05, 0.16, -0.11], [0.02, -0.01, -0.15], [-0.23, -0.08, 0.04], [-0.45, 0.29, 0.50], [-0.51, -0.35, 0.32], [0.87, -0.13, -0.11], [-0.11, 0.80, -0.59], [-0.41, -0.01, -1.28], [-0.20, -0.48, 0.52], [0.49, 1.10, 0.67], [0.09, 0.03, -0.13], [0.21, -0.41, 0.23], [0.11, -0.21, 0.15], [-0.03, 0.04, -0.29], [0.11, -0.13, 0.58], [-0.16, -0.01, -0.23], [-0.03, -0.47, -0.06], [-0.05, 0.06, -0.19]], "charge": 1, "total_energy_ev": -14768.9066, "orbital_gap_ha": [0.2759, 0.1406], "homo_ev": [-11.7798, -11.7754], "multiplicity": 2}



{"formula": "C14H16BrNO10P", "method": "wB97M-V/def2-TZVPD", "elements": ["N", "C", "O", "P", "O", "C", "Br", "H", "H", "H", "H", "H", "H", "H", "H", "C", "C", "C", "O", "C", "C", "C", "O", "O", "O", "H", "H", "H", "H", "C", "C", "C", "O", "C", "C", "C", "O", "O", "O", "H", "H", "H", "H"], "xyz": [[4.849, -0.863, -1.365], [4.241, 0.362, -2.076], [2.912, 0.170, -2.736], [1.680, 0.724, -1.586], [2.655, 2.090, -1.004], [3.984, 1.423, -0.809], [5.553, 2.650, -0.366], [5.342, -0.491, -0.500], [4.086, -1.505, -1.049], [5.091, 0.636, -2.850], [0.849, -0.384, -2.072], [2.292, -0.282, -0.719], [0.783, 0.896, -0.438], [0.906, 1.499, -2.521], [3.813, 0.935, 0.266], [-1.764, 1.639, 3.181], [-2.082, 2.651, 3.991], [-1.567, 4.027, 3.750], [-1.891, 4.940, 4.502], [-0.670, 4.236, 2.603], [-0.349, 3.223, 1.795], [-0.887, 1.854, 2.020], [-0.589, 0.947, 1.249], [0.496, 3.412, 0.716], [-2.905, 2.457, 5.086], [-2.134, 0.635, 3.343], [-0.288, 5.237, 2.450], [0.571, 2.532, 0.287], [-2.985, 3.338, 5.512], [-1.607, -4.742, -1.730], [-0.948, -3.606, -1.967], [-1.577, -2.280, -1.716], [-0.940, -1.253, -1.925], [-2.963, -2.256, -1.222], [-3.623, -3.392, -0.988], [-2.985, -4.718, -1.214], [-3.610, -5.745, -0.972], [-4.927, -3.378, -0.527], [0.345, -3.620, -2.455], [-1.162, -5.712, -1.906], [-3.414, -1.286, -1.061], [-5.181, -4.322, -0.435], [0.602, -2.676, -2.541]], "atomic_forces_ev_per_a": [[-0.64, 0.41, 0.23], [-0.24, -0.11, 0.61], [3.70, 1.19, 1.39], [-2.06, -2.64, 0.44], [3.60, -1.55, -0.47], [-3.21, 0.07, 0.99], [-0.82, -0.38, -0.64], [-0.92, -0.74, -1.40], [0.76, 1.09, -0.26], [-2.12, 0.12, 1.54], [0.78, 0.56, 0.33], [0.48, 0.48, 0.48], [-0.04, 0.56, -0.99], [0.81, 0.80, 0.03], [1.05, 0.50, -2.65], [0.04, -0.03, -0.07], [-0.93, -0.83, 1.02], [0.53, 0.92, -0.37], [-0.12, -0.61, -0.02], [-0.51, 0.25, 0.78], [1.71, 0.75, -2.07], [0.02, -1.38, -0.51], [-0.60, 0.99, 1.16], [-1.83, -0.72, 2.09], [0.93, 0.99, -0.98], [0.02, 0.06, -0.02], [-0.03, -0.07, 0.00], [0.42, -0.10, -0.40], [0.08, -0.34, -0.24], [-0.57, -0.30, 0.21], [2.06, -0.44, -0.79], [0.18, 1.48, 0.04], [-1.32, -1.61, -0.07], [0.11, -0.02, 0.03], [-1.33, 0.64, 0.47], [0.42, -0.81, -0.15], [-0.02, 0.63, -0.02], [1.35, -0.86, -0.48], [-2.04, 0.67, 0.74], [-0.03, 0.07, 0.02], [0.06, -0.04, 0.00], [0.17, 0.41, -0.05], [0.12, -0.07, 0.06]], "charge": -1, "total_energy_ev": -116070.1957, "orbital_gap_ha": 0.1783, "homo_ev": -4.2844}



{"formula": "C14H16Cl3F9O2Zr", "method": "wB97M-V/def2-TZVPD", "elements": ["C", "C", "C", "C", "C", "C", "C", "C", "C", "C", "Zr", "Cl", "Cl", "Cl", "H", "H", "H", "H", "H", "H", "H", "H", "H", "H", "H", "H", "H", "H", "H", "O", "H", "F", "C", "F", "F", "C", "O", "C", "F", "F", "F", "C", "F", "F", "F"], "xyz": [[-0.652, 0.929, -2.689], [-0.813, -0.448, -3.039], [0.480, -1.062, -3.026], [-2.060, -1.155, -3.211], [1.429, -0.064, -2.684], [0.733, 1.174, -2.527], [1.348, 2.479, -2.231], [-1.747, 1.899, -2.519], [0.774, -2.474, -3.333], [2.854, -0.306, -2.396], [-0.749, -0.034, 1.138], [-2.320, -3.049, -1.253], [-3.096, -0.066, 0.767], [0.518, -1.806, 0.176], [-2.932, -0.519, -3.046], [-2.133, -2.024, -2.291], [-2.104, -1.746, -4.128], [0.015, -3.134, -2.892], [1.748, -2.766, -2.923], [0.792, -2.657, -4.421], [2.973, -1.207, -1.778], [3.281, 0.525, -1.825], [3.451, -0.436, -3.312], [2.258, 2.356, -1.632], [0.647, 3.115, -1.679], [1.616, 2.997, -3.167], [-2.623, 1.426, -2.063], [-2.042, 2.308, -3.494], [-1.432, 2.726, -1.880], [-0.148, 1.725, 0.539], [0.160, 2.564, 0.921], [1.204, -2.146, 4.446], [1.286, -0.820, 4.709], [1.645, -0.650, 6.011], [2.281, -0.316, 3.938], [-0.083, -0.143, 4.360], [-0.374, -0.387, 3.003], [-1.252, -0.813, 5.132], [-1.077, -0.785, 6.481], [-2.411, -0.177, 4.841], [-1.392, -2.098, 4.731], [-0.024, 1.400, 4.547], [0.158, 1.776, 5.832], [0.985, 1.936, 3.804], [-1.173, 1.954, 4.065]], "atomic_forces_ev_per_a": [[0.82, -1.45, 0.06], [1.74, 0.66, 0.50], [-0.66, 1.69, 0.13], [-0.62, -0.98, 0.58], [-1.33, 0.67, -0.32], [0.20, -1.33, 0.28], [0.10, 0.26, -0.08], [-0.26, 0.22, -0.23], [-0.14, -0.52, 0.04], [0.43, -0.07, -0.02], [0.23, -0.26, -3.70], [-0.73, -3.53, 3.55], [0.15, 0.12, 0.40], [-0.15, 0.73, 0.63], [-0.24, 0.02, -0.42], [0.22, 3.21, -3.52], [-0.33, 0.06, -0.37], [0.10, -0.01, -0.12], [0.02, -0.09, -0.08], [0.07, -0.19, 0.02], [0.15, -0.02, -0.08], [0.15, 0.01, -0.05], [0.26, -0.06, 0.11], [0.07, 0.21, 0.02], [0.12, 0.16, 0.02], [0.13, 0.28, 0.21], [-0.04, 0.16, -0.07], [-0.34, 0.28, 0.00], [-0.11, 0.18, 0.07], [0.05, 0.04, 1.46], [-0.19, -0.64, -0.46], [0.22, 1.12, 0.49], [0.51, -0.47, -0.55], [-0.30, -0.14, -0.91], [-0.80, -0.41, 0.74], [-0.24, -0.48, -1.91], [0.87, 0.59, 3.15], [-0.70, -0.35, -0.04], [-0.17, -0.09, -0.85], [0.76, -0.48, 0.47], [0.12, 1.11, 0.68], [-0.16, 0.69, -0.70], [-0.25, -0.16, -0.74], [-0.79, -0.46, 0.82], [1.05, -0.30, 0.78]], "charge": -2, "total_energy_ev": -82182.6390, "orbital_gap_ha": 0.0910, "homo_ev": 1.6804}



{"formula": "C14H16Cl4InN3O4PS4", "method": "wB97M-V/def2-TZVPD", "elements": ["In", "C", "C", "O", "P", "S", "S", "O", "C", "C", "H", "H", "H", "H", "H", "H", "H", "H", "H", "H", "Cl", "C", "C", "Cl", "C", "Cl", "C", "O", "C", "O", "C", "Cl", "S", "C", "N", "C", "C", "N", "H", "H", "H", "H", "H", "H", "S", "C", "N"], "xyz": [[0.460, 0.131, 0.078], [-2.018, 4.881, -1.677], [-3.172, 3.905, -1.629], [-3.054, 3.090, -0.459], [-2.723, 1.527, -0.606], [-2.336, 0.884, 1.221], [-1.377, 1.194, -2.026], [-4.167, 1.033, -1.139], [-4.336, -0.345, -1.500], [-5.094, -1.091, -0.425], [-2.106, 5.527, -2.553], [-1.074, 4.341, -1.730], [-2.003, 5.504, -0.783], [-3.187, 3.280, -2.524], [-4.134, 4.421, -1.551], [-3.363, -0.806, -1.678], [-4.889, -0.343, -2.444], [-4.562, -1.028, 0.522], [-5.171, -2.143, -0.704], [-6.097, -0.680, -0.295], [5.155, -4.161, 2.848], [4.113, -3.365, 1.708], [4.297, -3.527, 0.352], [5.568, -4.552, -0.243], [3.463, -2.852, -0.551], [3.716, -3.005, -2.262], [2.429, -2.022, -0.128], [1.682, -1.347, -0.941], [2.188, -1.911, 1.297], [1.180, -1.196, 1.701], [3.067, -2.549, 2.165], [2.863, -2.260, 3.872], [-1.620, -2.909, -0.782], [-1.308, -3.120, 0.836], [-1.808, -2.350, 1.829], [-1.044, -2.517, 3.059], [-0.236, -3.803, 2.781], [-0.505, -4.067, 1.376], [-2.146, -1.433, 1.543], [-1.710, -2.643, 3.915], [-0.382, -1.665, 3.221], [-0.582, -4.636, 3.402], [0.829, -3.655, 2.953], [0.194, -4.463, 0.771], [2.658, 1.592, 0.726], [2.326, 3.175, 0.264], [2.137, 4.278, -0.037]], "atomic_forces_ev_per_a": [[0.20, 0.04, 0.00], [0.00, -0.02, -0.03], [-0.04, 0.08, -0.04], [-0.04, 0.00, 0.02], [0.15, 0.07, -0.08], [-0.10, 0.07, 0.11], [-0.02, 0.00, 0.00], [-0.08, 0.02, 0.08], [-0.03, -0.06, -0.09], [0.00, -0.02, -0.02], [0.00, 0.02, -0.03], [0.01, 0.00, 0.00], [0.00, 0.01, 0.04], [0.01, 0.02, 0.03], [0.05, -0.02, -0.01], [-0.01, -0.01, 0.02], [0.03, -0.02, 0.03], [0.02, 0.00, 0.01], [-0.01, -0.04, 0.00], [-0.03, 0.03, 0.01], [0.01, -0.02, 0.00], [0.07, -0.05, 0.03], [0.07, -0.04, 0.01], [0.01, -0.02, 0.01], [0.02, -0.02, -0.09], [-0.01, 0.00, -0.01], [-0.03, -0.03, 0.14], [-0.04, 0.03, -0.13], [0.09, -0.04, -0.14], [-0.04, 0.12, 0.02], [0.00, 0.03, 0.08], [-0.02, -0.02, 0.00], [-0.03, -0.14, -0.20], [-0.16, 0.26, 0.04], [0.05, -0.11, -0.15], [-0.06, -0.03, 0.19], [0.05, 0.03, 0.15], [0.05, -0.05, -0.07], [-0.01, -0.08, 0.10], [0.00, 0.01, -0.01], [-0.04, -0.08, 0.02], [0.02, 0.02, -0.03], [-0.06, 0.00, 0.03], [0.01, -0.01, -0.01], [-0.04, 0.18, -0.02], [0.01, -0.28, 0.03], [-0.04, 0.16, -0.05]], "charge": -2, "total_energy_ev": -135338.5383, "orbital_gap_ha": [0.1849, 0.2334], "homo_ev": [-0.7559, -2.0844], "multiplicity": 2}



{"formula": "C14H16F2N7O2OsPS", "method": "wB97M-V/def2-TZVPD", "elements": ["Os", "C", "N", "C", "C", "N", "C", "P", "C", "N", "C", "C", "N", "C", "C", "N", "C", "C", "N", "C", "H", "H", "H", "H", "H", "H", "H", "H", "H", "H", "H", "H", "H", "H", "H", "F", "C", "F", "H", "O", "S", "N", "O", "C"], "xyz": [[-1.026, 0.387, -1.355], [0.683, -3.379, 2.409], [-0.113, -2.839, 1.306], [-1.196, -3.457, 0.740], [-1.710, -2.591, -0.178], [-0.943, -1.456, -0.179], [0.012, -1.628, 0.725], [1.232, -0.358, 1.182], [1.737, 0.069, -0.501], [0.905, 0.437, -1.484], [1.665, 0.724, -2.587], [2.971, 0.533, -2.259], [3.004, 0.127, -0.955], [4.221, -0.180, -0.201], [0.071, 1.036, 1.335], [-0.852, 1.373, 0.430], [-1.600, 2.395, 0.962], [-1.110, 2.676, 2.199], [-0.065, 1.817, 2.421], [0.736, 1.764, 3.647], [0.434, -4.429, 2.532], [0.454, -2.851, 3.332], [1.744, -3.289, 2.190], [-1.506, -4.447, 1.022], [-2.561, -2.716, -0.823], [1.229, 1.040, -3.519], [3.864, 0.663, -2.845], [5.066, -0.118, -0.881], [4.168, -1.186, 0.208], [4.359, 0.539, 0.603], [-2.415, 2.853, 0.430], [-1.422, 3.403, 2.928], [0.485, 2.626, 4.257], [1.794, 1.800, 3.402], [0.518, 0.855, 4.203], [-2.923, 2.285, -1.883], [-1.584, 2.180, -2.241], [-1.566, 2.073, -3.609], [-1.100, 3.129, -2.004], [-1.140, -0.624, -3.084], [-2.416, -0.765, -3.895], [-3.523, -0.304, -2.806], [-5.845, -0.012, -2.482], [-4.733, -0.158, -2.691]], "atomic_forces_ev_per_a": [[-2.72, -1.61, -1.50], [0.05, 0.02, 0.01], [-0.15, -0.04, 0.00], [0.04, 0.03, 0.00], [0.03, 0.09, -0.05], [0.31, 0.19, 0.14], [0.00, -0.05, 0.30], [0.16, 0.03, 0.01], [0.10, 0.11, -0.16], [1.54, -0.27, -0.10], [-0.06, 0.05, -0.05], [0.01, 0.00, 0.06], [0.12, 0.01, -0.13], [-0.02, 0.02, 0.04], [0.00, -0.02, 0.33], [-0.13, 0.19, -0.17], [0.03, 0.01, 0.05], [0.00, -0.03, -0.04], [-0.08, -0.01, -0.05], [0.04, -0.04, 0.02], [0.01, 0.00, -0.03], [-0.02, -0.01, 0.00], [-0.01, -0.01, -0.03], [0.01, -0.03, 0.04], [0.00, -0.01, -0.04], [-0.02, 0.02, 0.00], [0.04, -0.02, 0.00], [-0.01, -0.01, 0.00], [0.00, -0.01, -0.02], [0.00, 0.02, -0.01], [-0.01, 0.00, -0.03], [0.03, 0.03, 0.03], [-0.01, 0.00, -0.01], [-0.01, 0.02, -0.01], [-0.03, 0.01, 0.00], [-0.04, 0.10, 0.12], [0.60, 0.26, 0.08], [-0.05, 0.00, -0.05], [-0.08, 0.01, 0.13], [0.68, 1.38, 1.49], [-0.30, -0.69, -0.87], [0.00, 0.22, 0.69], [-0.36, 0.09, 0.04], [0.30, -0.05, -0.24]], "charge": 2, "total_energy_ev": -57313.7349, "orbital_gap_ha": [0.2112, 0.2099], "homo_ev": [-14.4285, -14.3889]}



{"formula": "C14H16F6NO10S7Tc", "method": "wB97M-V/def2-TZVPD", "elements": ["Tc", "C", "C", "S", "C", "C", "S", "C", "C", "S", "H", "H", "H", "H", "H", "H", "H", "H", "H", "H", "H", "H", "F", "C", "F", "F", "S", "O", "O", "N", "S", "O", "O", "C", "F", "F", "F", "O", "S", "O", "O", "C", "C", "C", "C", "C", "C", "S", "O", "O", "O", "H", "H", "H", "H"], "xyz": [[0.020, -0.138, -0.779], [-3.770, -0.755, 1.313], [-3.092, -2.100, 1.128], [-2.409, -2.542, -0.510], [-3.571, -1.750, -1.705], [-2.821, -1.056, -2.824], [-1.667, 0.344, -2.408], [-2.790, 1.667, -1.745], [-3.626, 1.407, -0.505], [-2.709, 0.703, 0.931], [-3.996, -0.661, 2.377], [-4.711, -0.682, 0.775], [-3.793, -2.892, 1.400], [-2.215, -2.164, 1.777], [-4.265, -1.092, -1.203], [-4.139, -2.567, -2.154], [-3.516, -0.661, -3.567], [-2.155, -1.766, -3.314], [-3.439, 1.948, -2.575], [-2.083, 2.473, -1.552], [-4.491, 0.796, -0.732], [-3.989, 2.375, -0.157], [2.422, -2.053, 3.564], [2.433, -1.170, 2.578], [2.795, 0.010, 3.087], [3.398, -1.527, 1.739], [0.644, -1.353, 1.809], [-0.503, -1.044, 0.833], [-0.065, -1.771, 2.974], [1.247, -2.620, 0.981], [0.928, -3.035, -0.461], [0.623, -1.936, -1.415], [-0.024, -4.088, -0.590], [2.559, -3.663, -1.133], [2.747, -4.935, -0.819], [2.565, -3.555, -2.460], [3.564, -2.949, -0.652], [-0.199, 2.792, 2.177], [0.515, 1.849, 1.387], [0.686, 0.548, 2.089], [-0.195, 1.651, 0.086], [2.050, 2.597, 0.887], [2.354, 3.815, 1.477], [3.432, 4.558, 1.020], [4.208, 4.077, -0.025], [3.901, 2.861, -0.617], [2.811, 2.126, -0.170], [2.475, 0.546, -0.941], [1.928, -0.276, 0.148], [3.663, 0.079, -1.554], [1.360, 0.787, -1.911], [1.719, 4.172, 2.270], [3.648, 5.510, 1.477], [5.043, 4.657, -0.386], [4.492, 2.455, -1.422]], "atomic_forces_ev_per_a": [[-2.03, -1.15, 0.02], [0.48, 0.31, 0.28], [0.12, -0.28, -0.26], [-1.06, 0.86, -0.52], [0.50, -0.50, 0.53], [0.47, 0.00, 0.18], [-1.46, -0.06, -0.03], [0.54, -0.10, 0.04], [0.39, -0.03, 0.64], [-1.32, -0.43, -0.73], [-0.11, -0.04, -0.09], [-0.02, 0.10, -0.03], [0.06, 0.07, 0.11], [-0.26, -0.16, 0.02], [-0.06, 0.00, 0.07], [-0.10, 0.14, -0.13], [0.16, 0.16, -0.05], [0.01, 0.03, -0.13], [0.16, 0.01, -0.12], [-0.03, 0.10, -0.13], [-0.05, -0.05, 0.09], [-0.08, 0.05, -0.24], [-0.28, 0.10, -0.14], [1.60, -0.08, 0.84], [-0.59, -0.22, -0.30], [-0.31, 0.16, -0.14], [0.75, -4.26, 2.38], [-0.11, 1.04, -0.63], [0.01, 0.40, 0.28], [0.02, 0.02, -0.60], [-0.10, -2.91, 1.61], [-0.11, 1.75, -1.21], [0.53, -0.29, -0.28], [0.67, -0.26, -0.30], [-0.43, 0.25, 0.23], [-0.37, 0.12, 0.08], [-0.14, 0.21, 0.12], [0.41, -0.02, -0.08], [-0.48, 1.15, 2.30], [-0.29, 2.53, 0.19], [0.04, -0.43, -1.17], [-0.37, -0.01, 0.29], [-0.15, -0.16, 0.07], [0.04, -0.27, -0.17], [-0.18, 0.09, 0.13], [-0.17, -0.35, -0.08], [0.29, -0.49, -0.29], [4.63, 2.57, -0.95], [-0.83, 0.21, -0.96], [-0.38, -0.05, 0.17], [-0.33, -0.03, -0.93], [-0.03, 0.09, 0.11], [0.08, 0.09, 0.05], [0.10, 0.00, -0.06], [0.15, 0.03, -0.09]], "charge": 1, "total_energy_ev": -131080.4941, "orbital_gap_ha": [0.2668, 0.2119], "homo_ev": [-12.0368, -11.8290], "multiplicity": 4}